No. 1
Entry from the OMol25 dataset: a molecular structure, C37H26ClN8NaO2 at a distorted geometry (ωB97M-V/def2-TZVPD).

Computed properties:
* E_HOMO (spin up / spin down): 0.76 / 0.76 eV
* total energy: -71748.69586 eV

ORCA input file:
```
! RIJCOSX wB97M-V def2-TZVPD def2/J DEFGRID3
* xyz -2 1
Na -0.5054 1.1068 0.7418
C 2.9959 1.5428 -2.9762
C 2.3148 1.2692 -4.1953
C 1.1403 0.5804 -4.1529
C 0.5656 0.1420 -2.9331
N 1.3866 0.2630 -1.7761
C 2.5192 1.0203 -1.8253
N -0.6148 -0.3970 -2.9754
C -1.5124 -0.6214 -2.0074
N -1.6789 0.0672 -0.8362
C -2.8348 -0.3382 -0.2687
N -3.3729 -0.0400 0.9146
C -3.0587 0.8937 1.7934
C -3.6544 0.7306 3.0848
C -3.4606 1.6600 4.0615
C -2.6695 2.7816 3.7798
C -2.1158 2.8683 2.5185
N -2.2977 1.9957 1.5427
C -3.4470 -1.3717 -1.0712
C -4.5776 -2.1600 -0.9085
C -4.8277 -3.1505 -1.8362
C -3.9639 -3.3567 -2.9233
C -2.8483 -2.5684 -3.1066
C -2.5851 -1.5547 -2.1887
H 3.8870 2.1503 -2.9776
H 2.7163 1.6273 -5.1345
H 0.5666 0.4033 -5.0497
H 3.0193 1.1619 -0.8758
H -4.2554 -0.1535 3.2443
H -3.9156 1.5482 5.0424
H -2.4996 3.5500 4.5217
H -1.4942 3.7253 2.2656
H -5.2359 -1.9927 -0.0646
H -5.7045 -3.7819 -1.7372
H -4.1837 -4.1604 -3.6212
H -2.1758 -2.7358 -3.9384
O 3.2254 2.5171 2.6383
C 2.1545 2.3383 2.0500
N 1.2589 1.3670 2.2409
C 1.0019 0.7867 3.4107
O 1.1994 1.2262 4.5459
C 0.2480 -0.5109 3.2714
C 0.0734 -1.3200 4.3958
C -0.7494 -2.4243 4.3074
C -1.3756 -2.6898 3.0964
C -1.0860 -1.8700 2.0170
N -0.2914 -0.8202 2.0968
C 1.8248 3.2083 0.8725
C 2.6181 4.3317 0.6292
C 2.3517 5.1237 -0.4663
C 1.2909 4.7641 -1.2977
C 0.5554 3.6357 -0.9708
N 0.7997 2.8816 0.0832
H 0.5691 -1.0445 5.3137
H -0.9136 -3.0711 5.1629
H -2.0707 -3.5089 2.9891
H -1.5287 -2.0507 1.0457
H 3.4237 4.5414 1.3167
H 2.9471 6.0054 -0.6778
H 1.0479 5.3483 -2.1742
H -0.2746 3.3058 -1.5828
Cl 5.2585 -4.8640 -2.4679
C 4.0907 -3.7064 -1.9046
C 2.8255 -3.6959 -2.4781
C 1.9084 -2.7624 -2.0470
C 2.2357 -1.8346 -1.0523
C 1.2872 -0.7279 -0.7185
C 3.5126 -1.8814 -0.4852
C 4.4429 -2.8101 -0.9045
H 2.5762 -4.4042 -3.2549
H 0.9249 -2.7159 -2.4897
H 0.2613 -1.0898 -0.6860
H 1.5419 -0.2604 0.2336
H 3.7749 -1.1776 0.2925
H 5.4380 -2.8454 -0.4827
*
```

---

No. 2
Entry from the OMol25 dataset: a molecular structure, C37H27F3LaO2P2S5 at a distorted geometry (ωB97M-V/def2-TZVPD).

Computed properties:
* E_HOMO: -3.75 eV
* total energy: -124673.75014 eV

ORCA input file:
```
! RIJCOSX wB97M-V def2-TZVPD def2/J DEFGRID3
* xyz -1 1
La -0.0983 -0.8729 2.9833
O 1.4777 -1.7634 1.2610
P 1.2225 -2.2788 -0.1397
C 1.7022 -1.0272 -1.3492
P 0.7136 0.4635 -0.9969
O -0.2595 0.1550 0.0970
C 1.8133 1.8091 -0.6453
C 2.9825 2.0343 -1.3756
C 3.7694 3.1366 -1.0904
C 3.3856 4.0113 -0.0727
C 2.2286 3.7855 0.6536
C 1.4316 2.6813 0.3695
C -0.1602 0.9051 -2.4991
C 0.4014 0.8558 -3.7749
C -0.3409 1.2629 -4.8751
C -1.6412 1.7261 -4.6964
C -2.2019 1.7785 -3.4269
C -1.4667 1.3627 -2.3240
C -0.4644 -2.7712 -0.4602
C -1.1732 -2.3927 -1.5987
C -2.4927 -2.7863 -1.7600
C -3.1131 -3.5489 -0.7782
C -2.4086 -3.9345 0.3550
C -1.0798 -3.5589 0.5161
C 2.1950 -3.7479 -0.4489
C 2.0175 -4.4903 -1.6168
C 2.7807 -5.6244 -1.8416
C 3.7136 -6.0272 -0.8912
C 3.8788 -5.3031 0.2811
C 3.1215 -4.1566 0.5104
H 1.5894 -1.3947 -2.3708
H 2.7576 -0.8336 -1.1473
H 3.2876 1.3512 -2.1634
H 4.6812 3.3127 -1.6472
H 4.0068 4.8677 0.1623
H 1.9471 4.4481 1.4639
H 0.5401 2.4815 0.9519
H 1.4197 0.5073 -3.9201
H 0.0930 1.2252 -5.8666
H -2.2189 2.0501 -5.5535
H -3.2102 2.1476 -3.2820
H -1.8997 1.3940 -1.3287
H -0.7225 -1.7636 -2.3578
H -3.0433 -2.4770 -2.6403
H -4.1512 -3.8359 -0.8943
H -2.8923 -4.5272 1.1212
H -0.5272 -3.8795 1.3981
H 1.2696 -4.1945 -2.3464
H 2.6416 -6.2006 -2.7473
H 4.3034 -6.9198 -1.0634
H 4.5900 -5.6339 1.0279
H 3.2187 -3.6018 1.4364
S -0.7412 5.6619 5.9616
C -0.2940 4.0977 5.5747
S -0.9783 2.6894 6.2545
C -0.0828 1.4715 5.3797
C 0.8059 1.9611 4.4892
S 1.8919 1.0502 3.4321
S 0.8759 3.7018 4.3906
S -0.4286 -0.2208 5.7527
C -2.0221 0.5416 2.3921
C -2.5377 1.5017 1.8286
C -3.0606 2.5475 0.9917
C -4.0889 2.2928 0.0723
C -4.5433 3.2858 -0.7873
C -3.9823 4.5588 -0.7532
C -2.9685 4.8266 0.1610
C -2.5153 3.8373 1.0248
H -4.5186 1.2992 0.0465
H -5.3444 3.0664 -1.4846
H -4.3362 5.3339 -1.4228
H -2.5277 5.8154 0.2072
H -1.7319 4.0475 1.7445
F 1.7848 -2.5004 4.1105
C 0.5495 -3.1186 3.9105
F 0.2942 -3.7619 5.0830
F 0.8850 -4.1931 3.0424
*
```

---

No. 3
Entry from the OMol25 dataset: a molecular structure, C37H28Co2FN2O6 at a distorted geometry (ωB97M-V/def2-TZVPD).

Computed properties:
* E_HOMO: -4.47 eV
* total energy: -132058.27710 eV

ORCA input file:
```
! RIJCOSX wB97M-V def2-TZVPD def2/J DEFGRID3
* xyz -1 1
O -5.0172 -6.4684 0.7880
C -4.1587 -5.7148 0.6270
Co -2.7502 -4.6670 0.4871
C -2.0245 -5.0279 2.0259
O -1.5349 -5.2542 3.0469
C -1.6587 -5.6101 -0.5178
O -0.9108 -6.2864 -1.0923
C -2.5521 -2.5857 0.6923
C -3.1297 -1.9602 1.8927
C -4.3093 -2.4453 2.5058
C -4.8451 -1.8165 3.6385
C -4.2661 -0.6453 4.1283
C -3.1116 -0.1340 3.5236
C -2.5518 -0.7744 2.4076
C -1.6769 -2.1433 -0.2788
C -0.5270 -2.0112 -0.9604
Co -3.3365 -2.6549 -0.9340
C -5.0368 -3.2679 -0.7051
O -6.1647 -3.5085 -0.6775
C -2.8503 -3.8275 -2.2162
O -2.6680 -4.4068 -3.2011
C -3.6948 -1.0887 -1.6999
O -3.9346 -0.0467 -2.1670
H -4.8360 -3.2937 2.0462
H -5.7289 -2.2502 4.1144
H -4.7120 -0.1437 4.9821
H -2.6422 0.7668 3.9268
H -1.6566 -0.3575 1.9236
H -0.5561 -2.0735 -2.0560
H 0.4330 -1.8808 -0.4593
F 1.1932 1.0557 1.9606
C 1.6792 1.6661 0.7629
C 1.7186 3.1939 0.9992
C 1.5828 3.7546 2.2749
C 1.6155 5.1441 2.4289
C 1.8039 5.9786 1.3207
C 1.9211 5.4233 0.0414
C 1.8818 4.0319 -0.1086
C 3.0645 1.0485 0.4918
C 4.2244 1.8271 0.4542
C 5.4624 1.2494 0.1332
C 5.5597 -0.1247 -0.0714
C 4.4154 -0.9164 0.0695
C 3.1863 -0.3442 0.4070
C 0.6117 1.3235 -0.3333
C -0.7603 2.0069 -0.1306
C -1.2601 2.4078 -1.5160
C -0.1222 2.2484 -2.5029
N 1.0185 1.7239 -1.7190
C 1.8223 0.8635 -2.4819
C 1.2461 -0.3386 -2.9605
C 2.1070 -1.4420 -2.8325
N 3.4279 -1.2829 -2.7038
C 3.9878 -0.0721 -2.8908
C 3.2049 1.0851 -2.7164
H 1.4385 3.1088 3.1442
H 1.4966 5.5624 3.4304
H 1.8606 7.0611 1.4558
H 2.0462 6.0468 -0.8466
H 1.9763 3.5703 -1.0926
H 4.1646 2.8952 0.6636
H 6.3425 1.8863 0.0244
H 6.5106 -0.5817 -0.3646
H 4.4776 -1.9922 -0.1047
H 2.3239 -0.9795 0.6271
H 0.4786 0.2222 -0.3062
H -1.4431 1.2818 0.3356
H -0.6774 2.8709 0.5407
H -2.0826 1.7564 -1.8203
H -1.6474 3.4240 -1.5706
H -0.3974 1.5433 -3.3006
H 0.2034 3.1892 -2.9762
H 0.2134 -0.4009 -3.3612
H 1.7847 -2.4795 -2.8281
H 5.0767 0.0044 -3.0940
H 3.6707 2.0772 -2.7241
*
```

---

Q: What is the formula in the second record?
A: C37H27F3LaO2P2S5